Below is a single C11H14N2 molecule at a distorted geometry, with properties calculated with ωB97M-V with the def2-TZVPD basis set.

Values from the calculation:
LUMO = 0.87 eV
E_HOMO = -8.64 eV

Structure (ORCA input):
```
! wB97M-V def2-TZVPD RIJCOSX def2/J DEFGRID3
* xyz 0 1
N -3.1510 -1.2364 -0.1304
N 1.4483 -0.1643 1.1658
C -1.0919 0.7051 0.1720
C 1.3602 -2.0485 -0.3544
C -0.1423 2.0830 0.1780
C -0.8004 -0.7118 0.4134
C 1.4095 1.9256 -0.0386
C 0.6113 -1.3232 0.7879
C -1.9104 -1.5861 0.2801
C -3.4253 0.0841 -0.2754
C -2.4333 1.0976 -0.1191
C 1.5975 0.3983 -0.2062
C 2.3476 -0.8322 -0.8220
H -4.4581 0.3278 -0.5441
H -1.7860 -2.6681 0.4127
H 3.3098 -0.8745 -0.3121
H 2.0352 2.2604 0.7468
H -0.3997 2.5903 1.0733
H 0.6762 -2.2182 -1.1730
H -2.5894 2.1608 -0.2504
H 0.3020 -1.9267 1.5979
H 0.6500 0.1917 -0.7609
H -0.4807 2.6834 -0.6606
H 0.8558 0.4343 1.7637
H 2.5250 -0.7854 -1.9479
H 1.7505 2.4313 -0.9379
H 1.7897 -2.9985 -0.0586
*
```

Below is a single C11H14N2O molecule, with properties calculated with ωB97M-V with the def2-TZVPD basis set.

Values from the calculation:
LUMO = 0.84 eV
E_HOMO = -8.81 eV

Structure (ORCA input):
```
! wB97M-V def2-TZVPD RIJCOSX def2/J DEFGRID3
* xyz 0 1
O -3.4000 -1.4592 -0.8843
N -1.7221 0.1020 -1.0491
N -2.4925 -0.8046 -2.9036
C 0.2567 -0.9340 0.8741
C -2.6219 -0.8002 -1.5341
C 1.6250 1.1364 2.0800
C -0.3269 0.3265 0.9293
C 0.3725 1.3593 1.5343
C -1.3184 -0.0802 -3.3338
C 3.5761 -0.3630 2.5957
C -1.6867 0.5463 0.3188
C 1.5092 -1.1523 1.4128
C 2.2115 -0.1200 2.0259
C -0.9884 0.7697 -2.0960
H -2.8384 -1.5875 -3.4314
H -0.0665 2.3460 1.5860
H -0.4906 -0.7587 -3.5808
H -1.5400 0.5320 -4.2117
H 3.8503 0.4204 3.2978
H 1.9498 -2.1381 1.3642
H 4.3180 -0.3793 1.7965
H -2.4417 -0.0466 0.8460
H 3.6150 -1.3234 3.1057
H -1.9637 1.6075 0.3794
H -0.2851 -1.7437 0.4074
H 0.0819 0.7870 -1.8702
H -1.3364 1.8056 -2.2121
H 2.1534 1.9521 2.5530
*
```

Below is a molecular structure, C11H14N2O2S at a distorted geometry, with properties calculated with ωB97M-V with the def2-TZVPD basis set.

Values from the calculation:
LUMO = -0.21 eV
E_HOMO = -8.00 eV

Structure (ORCA input):
```
! wB97M-V def2-TZVPD RIJCOSX def2/J DEFGRID3
* xyz 0 1
S 3.7071 2.2588 -1.3161
O -3.5934 -0.2863 2.5907
O -1.0367 -1.2616 -0.2920
N -1.8056 0.9760 -0.1948
N 1.5928 -0.7141 -1.1752
C -0.7673 -0.1197 -0.3655
C 2.7534 -0.1405 -1.2749
C -2.2127 -0.9159 2.8086
C 4.7925 0.9884 -1.5765
C -3.5781 0.7418 1.7167
C -3.1533 0.5803 0.2223
C 1.3186 -1.8885 -1.1938
C 2.3592 1.4486 -1.0168
C 0.5057 0.2408 -0.8161
C 1.0670 1.5298 -0.8039
C 3.9911 -0.0663 -1.4945
H 1.1184 -2.6042 -0.1497
H -1.3333 1.6202 -0.0379
H 0.7482 -2.3090 -1.7713
H 5.8495 0.9960 -1.8002
H 4.4402 -1.1595 -1.8815
H 0.7234 2.3569 -0.4030
H -2.3823 -1.8118 3.4391
H -3.3808 -0.6330 -0.2445
H -3.5751 1.1206 -0.3071
H -2.7528 1.7852 2.1166
H -1.8575 -1.3596 1.8818
H -1.3317 -0.1414 3.1251
H -4.5214 1.2247 1.7773
H 2.3148 -2.4568 -1.5630
*
```

Below is a molecular structure, C11H14N2O5PtS2Se3Te, with properties calculated with ωB97M-V with the def2-TZVPD basis set.

Values from the calculation:
LUMO (spin up / spin down) = 4.14 / 4.07 eV
E_HOMO (spin up / spin down) = -1.64 / -1.76 eV

Structure (ORCA input):
```
! wB97M-V def2-TZVPD RIJCOSX def2/J DEFGRID3
* xyz -2 3
Pt 0.1151 -0.4875 -4.2925
Te -2.3759 2.1027 -6.1961
Se -2.0649 -1.3674 -4.4001
Se -2.2543 -2.8185 -6.1079
Se -0.1210 1.1849 -5.9122
S -0.9042 1.4972 -1.8272
S 2.2795 -1.1966 -2.7552
O 2.4603 -0.6211 -1.4158
O 2.1588 -0.0822 -3.7956
O -2.7784 1.2689 2.5854
O 3.3113 -2.1441 -3.1060
O 0.8817 -1.8306 -2.8279
N 0.1467 -0.1644 -0.0743
N -1.8606 0.8244 0.5805
C -0.6135 -3.1370 -0.3922
C -0.4640 1.7251 2.4164
C 0.1586 -1.1511 0.9957
C -0.8307 0.6744 -0.3978
C -0.2209 1.5196 3.7707
C 0.4662 2.4058 1.6401
C -1.7860 1.2538 1.8729
C -0.8780 -2.2598 0.8253
C 1.6480 2.8536 2.2167
C 0.9627 1.9572 4.3406
C 1.9019 2.6216 3.5595
H 1.1595 -1.5845 0.9586
H -1.4122 -3.8680 -0.5309
H -1.8722 -1.8123 0.7585
H -0.9753 1.0124 4.3576
H -0.8655 -2.8593 1.7424
H 2.8327 2.9582 3.9995
H 0.2737 2.6024 0.5933
H 0.0504 -0.6688 1.9703
H 2.3731 3.3721 1.6039
H 0.3288 -3.6784 -0.2832
H -2.7897 0.8754 0.1842
H -0.5331 -2.5450 -1.3043
H 1.1542 1.7815 5.3919
H 0.9374 -0.2148 -0.7446
*
```

Below is a molecular structure, C11H14N2O6V, with properties calculated with ωB97M-V with the def2-TZVPD basis set.

Values from the calculation:
LUMO (spin up / spin down) = -3.86 / -4.04 eV
E_HOMO (spin up / spin down) = -13.24 / -13.27 eV

Structure (ORCA input):
```
! wB97M-V def2-TZVPD RIJCOSX def2/J DEFGRID3
* xyz 1 3
V -0.4764 -0.2980 -0.3489
O 5.7783 -0.3014 -1.8032
O -0.0013 -1.2808 -1.8704
O 1.6804 -1.7633 -3.2887
O -1.0495 -0.9697 1.4727
O -1.0409 1.6653 0.2337
O 4.4370 -1.3891 -3.1984
N 1.4854 0.2355 -0.4188
N 2.4349 0.8687 0.2895
C 3.6500 0.6582 -0.2265
C -1.3125 1.3620 -0.9400
C 2.1355 -0.3968 -1.4013
C -3.2756 -0.3422 1.9087
C -1.0455 -0.3315 2.8140
C 1.2646 -1.2272 -2.3009
C 3.5065 -0.1774 -1.3178
C 4.6751 -0.6397 -2.1267
C -2.4320 -1.2955 1.1014
C -2.5072 -0.3005 3.2317
C -2.0805 2.2085 -1.8767
H -2.6180 -2.3430 1.3251
H -2.8956 1.6086 -2.2847
H -1.4322 2.4462 -2.7245
H 2.1738 1.4755 1.0510
H -3.3009 0.6435 1.4459
H -4.2943 -0.7072 2.0164
H -2.4467 3.1227 -1.4151
H -2.7505 -1.1702 3.8409
H 3.4833 -1.5790 -3.3121
H -0.4084 -0.9466 3.4401
H -2.5295 -1.1837 0.0027
H -0.6164 0.6573 2.6797
H 4.5410 1.0977 0.1920
H -2.7321 0.5932 3.8094
*
```

Below is 2 unconnected molecules or ions with the total composition C11H14N3O6 at a distorted geometry, with properties calculated with ωB97M-V with the def2-TZVPD basis set.

Values from the calculation:
LUMO = 2.80 eV
E_HOMO = -4.47 eV

Structure (ORCA input):
```
! wB97M-V def2-TZVPD RIJCOSX def2/J DEFGRID3
* xyz -1 1
O 0.6157 -3.5143 -0.7447
O -0.5672 -2.2166 -2.0082
O -0.9556 -0.5097 1.6823
O -1.1009 -0.5356 3.9809
O 1.3272 -1.5363 -1.2615
O 0.3596 0.8731 2.9181
N 0.4605 -2.4284 -1.3386
N -1.0338 0.7479 -0.4870
N 4.4742 -1.1052 0.6283
C -2.2143 -0.1013 -0.7783
C -3.1777 1.5891 -2.5282
C 3.3638 -1.6318 1.2071
C -0.6353 -0.1077 2.9970
C 4.2136 0.1977 0.3538
C 3.0379 0.9712 0.5668
C -0.7979 0.7155 0.9524
C 2.1195 -1.0289 1.5379
C 0.5806 1.1803 1.5211
C 1.8871 0.3732 1.2087
C -2.7195 0.0978 -2.2496
H -1.8830 -0.1175 -2.9561
H -1.5161 1.4102 1.4992
H 3.4567 -2.7171 1.4612
H 3.0040 2.0326 0.2427
H 5.0729 0.7422 -0.1163
H -3.0815 0.0814 -0.0748
H -3.5533 2.0817 -1.5878
H -2.2948 2.2085 -2.8476
H 1.3319 -1.6205 2.0436
H -3.9648 1.6559 -3.3143
H -3.5517 -0.5987 -2.5017
H -1.2284 1.7338 -0.6929
H -1.8935 -1.1676 -0.6746
H 0.8640 2.2451 1.3611
*
```

Below is a molecular structure, C11H14N4O5S2SbSe4Sn, with properties calculated with ωB97M-V with the def2-TZVPD basis set.

Values from the calculation:
LUMO = 1.39 eV
E_HOMO = -5.62 eV

Structure (ORCA input):
```
! wB97M-V def2-TZVPD RIJCOSX def2/J DEFGRID3
* xyz -1 1
Sb -1.7921 -2.2091 -0.2846
Sn 1.8579 0.2229 -0.7138
Se -0.5085 0.5810 0.4871
Se -2.8374 -2.0287 -2.4085
Se -3.0310 -2.5327 1.6977
Se 0.5881 -2.6180 -0.1850
S -0.7835 2.7739 0.1812
S 1.2493 3.2893 0.1962
O -0.2707 -1.9202 -6.8135
O -1.0992 0.1746 5.4686
O 1.8171 2.8628 1.4523
O 1.8079 2.4617 -0.9334
O 1.2590 4.6912 -0.1127
N 0.9800 -0.1353 3.6281
N -0.5930 -3.0568 -4.8700
N 2.7940 -0.4292 1.9648
N 0.6235 0.3961 -2.8153
C -0.6290 -1.1211 5.1325
C 0.2003 1.5656 -3.3025
C -0.0631 1.1374 5.3822
C -0.3935 1.6704 -4.5482
C -0.1524 -0.6914 -4.7887
C 0.5154 1.2096 3.9831
C 0.4309 -0.7116 -3.5323
C -0.0683 -1.1605 3.7255
C -0.3493 -1.9390 -5.5974
C 1.9262 -0.2760 2.7173
C -0.5514 0.5284 -5.3123
H -1.4821 -1.7936 5.2091
H 0.3598 -2.1360 3.4987
H -0.9869 0.5584 -6.3025
H 0.1416 -1.4309 5.8522
H -0.2463 1.5386 3.2696
H -0.8334 -3.8793 -5.3987
H -0.8606 -0.9575 3.0007
H 0.3641 2.4297 -2.6737
H -0.5026 2.0957 5.6567
H 0.7668 -1.6392 -3.0815
H -1.0143 -2.9565 -3.9512
H 0.7329 0.8907 6.0988
H 1.3491 1.9062 3.9290
H -0.7153 2.6383 -4.9056
*
```

Below is a single C11H14N4O5S3 molecule at a distorted geometry, with properties calculated with ωB97M-V with the def2-TZVPD basis set.

Values from the calculation:
LUMO = 0.39 eV
E_HOMO = -6.76 eV

Structure (ORCA input):
```
! wB97M-V def2-TZVPD RIJCOSX def2/J DEFGRID3
* xyz 0 1
S 3.5238 3.3929 -2.3950
S -2.6530 -1.8943 1.5341
S 0.6706 1.9970 0.1971
O 2.8287 0.4926 -2.7827
O 4.6277 2.1456 -2.7055
O 3.0691 2.8541 -0.8618
O 4.4806 4.5195 -2.2511
O -4.3730 -0.3379 4.5810
N 0.7643 0.1404 -1.5948
N -3.6113 0.3667 2.5143
N -1.2875 0.1437 -0.3388
N -2.1523 0.7026 0.5353
C -0.1243 0.6724 -0.6259
C 0.5013 -1.2205 -2.0388
C 1.7937 0.9317 -1.8891
C -3.8256 -0.6017 3.4212
C -3.9099 1.8027 2.5166
C 0.5856 -3.0006 -0.4214
C -2.8312 -0.0959 1.3765
C 1.2448 -2.2280 -1.2775
C -3.5234 -1.8665 3.1186
C 2.7940 -2.3155 -1.3104
C 1.9196 2.0293 -0.9840
H 0.7554 -1.2465 -3.0951
H 3.3749 -1.3429 -1.3666
H 5.5205 2.4540 -2.3564
H -3.5410 -2.8537 3.7663
H -0.5553 -2.8855 -0.3344
H -4.3152 2.0354 1.5283
H 3.6306 1.0481 -2.6751
H -4.4526 0.6165 4.6387
H -2.9875 2.4135 2.6459
H 3.2322 -2.9675 -2.1104
H -4.6847 2.1491 3.2696
H 0.9362 -3.8059 0.1217
H -0.5474 -1.5570 -2.0345
H 3.1217 -2.6882 -0.3162
*
```